w) Formula: C4H9NOS
Source: the OMol25 dataset
Level of theory: ωB97M-V/def2-TZVPD

Cartesian coordinates (Å):
C  -0.82  -0.74  -0.84
C  0.07  0.24  0.03
C  1.29  0.63  -0.83
C  0.52  -0.53  1.28
N  -0.68  1.40  0.26
O  -1.96  -1.02  -0.11
S  -2.93  0.28  0.06
H  -1.04  -0.24  -1.78
H  -0.29  -1.68  -1.02
H  1.98  -0.21  -0.89
H  1.79  1.47  -0.37
H  0.98  0.92  -1.83
H  1.08  0.13  1.95
H  1.15  -1.37  1.01
H  -0.35  -0.90  1.82
H  -0.79  1.63  1.25

Gap between HOMO and LUMO (spin up / spin down) = 7.95 / 7.50 eV
Charge = 0
LUMO (spin up / spin down) = -0.91 / -1.19 eV
Highest occupied orbital energy (spin up / spin down) = -8.858 / -8.683 eV

x) Formula: C4H9NOS
Source: the OMol25 dataset
Level of theory: ωB97M-V/def2-TZVPD

Cartesian coordinates (Å):
C  1.24  -0.62  -0.54
C  1.78  -1.82  -0.59
C  0.30  -1.84  -0.71
C  2.30  1.44  0.85
N  -3.17  0.18  -0.75
O  0.04  1.75  -0.60
S  1.37  1.19  -0.76
H  -2.27  0.17  -1.21
H  2.63  -2.33  -0.18
H  -0.32  -2.10  0.19
H  -0.09  -2.19  -1.59
H  1.65  1.88  1.58
H  2.48  0.41  1.16
H  3.29  1.78  0.68
H  -2.85  0.25  0.20
H  -3.52  1.14  -0.99

Gap between HOMO and LUMO = 9.67 eV
Charge = 0
LUMO = 0.41 eV
Highest occupied orbital energy = -9.252 eV

Looking at the structures above, which would you pick as the most stable? I would pick w).